Molecular formula: C3H3NO2
Method: DFT, ωB97M-V/def2-TZVPD

Last columns: bonded neighbours and bond lengths (Å).
Element x y z (Å)
1 N 1.617 2.468 0.010  C2 1.154
2 C 0.757 1.762 -0.296  N1 1.154, C3 1.467
3 C -0.138 0.649 0.040  C2 1.467, O4 1.425, H7 1.092, H8 1.092
4 O 0.143 -0.493 -0.765  C3 1.425, C5 1.345
5 C -0.326 -1.608 -0.178  O4 1.345, O6 1.202, H9 1.096
6 O -0.938 -1.609 0.856  C5 1.202
7 H -1.204 0.886 0.022  C3 1.092
8 H 0.161 0.446 1.071  C3 1.092
9 H -0.071 -2.501 -0.761  C5 1.096

Computed properties:
Net charge: 0
E_LUMO, eV: 0.535
Structure (SMILES): N#CCOC=O
HOMO-LUMO gap, eV: 12.026

***

Molecular formula: C5H9FN
Method: DFT, ωB97M-V/def2-TZVPD

Last columns: bonded neighbours and bond lengths (Å).
Element x y z (Å)
1 C 0.534 2.258 0.538  N6 1.173, H8 1.032
2 C 1.704 -0.492 -0.005  C4 1.529, H9 1.118, H10 1.080, H11 1.094
3 C -1.889 0.769 -0.625  H12 1.069, H13 1.129, H14 1.104
4 C 0.404 -0.937 0.665  C2 1.529, C5 1.487, H15 1.083, H16 1.134
5 C -0.486 0.169 1.107  C4 1.487, N6 1.350, F7 1.312
6 N 0.066 1.399 1.183  C1 1.173, C5 1.350
7 F -1.299 -0.119 2.096  C5 1.312
8 H 1.008 3.085 0.140  C1 1.032
9 H 1.394 0.088 -0.910  C2 1.118
10 H 2.227 0.105 0.727  C2 1.080
11 H 2.273 -1.322 -0.434  C2 1.094
12 H -0.987 1.168 -1.038  C3 1.069
13 H -2.411 -0.080 -1.155  C3 1.129
14 H -2.537 1.406 0.003  C3 1.104
15 H 0.514 -1.503 1.581  C4 1.083
16 H -0.234 -1.563 -0.034  C4 1.134

Computed properties:
Net charge: +1
E_LUMO (spin up / spin down), eV: -5.961 / -5.962
HOMO-LUMO gap (spin up / spin down), eV: 7.838 / 7.838

***

In the order shown, the computed E_tot values come out to -321.31878; -350.09308 Ha.
In the order shown, the computed relative energy (zero: lowest compared OMol25 entry of this formula, charge and spin) values come out to 1.6019; 4.1133 eV.